Entry 1:
The following is a DFT calculation (wB97M-V/def2-TZVPD) of a structure of composition C18H40BeP2Si in a non-equilibrium geometry.

Values from the calculation:
**Orbital gap (spin up / spin down)**: 4.790 / 4.811 eV
**Total charge**: 0
**ΔE to the lowest compared entry with this formula, charge and spin**: 11.753 eV
**Highest occupied orbital energy (spin up / spin down)**: -5.289 / -5.311 eV

Last column: Mulliken charge in e.
Element x y z (Å)
P 4.74345 1.56846 -2.30590  1.1494
P 2.53160 -0.38574 -4.95303  1.5234
C 5.14771 0.61393 -3.92965  -0.9669
C 4.14764 0.55275 -5.08447  -1.3927
H 5.55172 -0.39361 -3.66809  0.4698
H 6.00897 1.20274 -4.31322  0.5986
H 3.85499 1.57229 -5.39597  0.5000
H 4.68467 0.06160 -5.91819  0.5747
C 3.23972 -2.14619 -5.20291  -1.3538
H 2.48320 -2.90236 -4.92689  0.3692
H 4.15548 -2.35406 -4.61382  0.3106
H 3.45413 -2.27381 -6.27263  0.4769
C 2.07216 -0.01445 -6.63127  -1.4189
H 2.87127 -0.44608 -7.23046  0.5141
H 2.06462 1.07654 -6.67168  0.4300
H 1.10119 -0.49131 -6.80887  0.3619
C 6.50708 1.09422 -1.84366  -1.8187
H 6.69841 1.46955 -0.82551  0.4991
H 7.12759 1.60156 -2.58618  0.5820
H 6.63365 0.00485 -1.91700  0.3744
C 4.98636 3.34335 -2.66967  -1.3585
H 4.33306 3.62144 -3.51618  0.3800
H 6.06072 3.48808 -2.83789  0.3764
H 4.68439 3.86986 -1.74932  0.4469
Be 0.46257 2.79061 -2.08200  -0.0918
C 1.16341 -1.01781 -3.78055  -0.3134
C 1.93110 -1.93523 -2.83163  -1.5921
C 2.99043 -1.23670 -2.07679  1.9139
C 3.05310 -0.41560 -0.65412  -0.5514
C 4.01829 0.78474 -0.64233  -1.0613
C 3.32650 1.98403 -1.08820  -0.3688
C 2.25644 1.74284 -2.17118  -0.4495
C 0.44151 0.30402 -3.23006  -1.0839
C -0.32585 0.16054 0.24430  -0.2787
H 0.44419 -1.27256 -4.56157  0.8045
H 1.50189 -2.96732 -2.72173  0.2258
H 3.14598 -0.33061 -2.69338  -2.5848
H 3.93340 -1.81950 -2.12830  0.4771
H 2.06362 -0.20889 -0.20719  -0.3823
H 3.53759 -1.12165 -0.00054  0.8104
H 4.75025 0.87912 0.11874  0.7020
H 3.48427 3.06959 -0.87956  1.0809
H 2.60677 0.94311 -2.80617  0.2294
H 1.97051 2.52223 -2.90735  0.0662
H -0.51121 0.11450 -2.70886  0.1231
H 0.36906 1.16836 -3.94298  0.4250
H -0.07364 0.46804 1.25684  0.5365
H -0.20092 1.05235 -0.37442  -0.0353
H 0.41823 -0.55279 -0.15285  -0.1655
C -3.29208 0.52328 -0.16150  -0.9687
Si -1.98832 -0.74152 0.34007  0.1822
C -2.32909 -1.42648 2.08148  -1.0289
C -1.99320 -2.15272 -0.92693  -0.7777
H -3.25543 1.39112 0.51401  0.3052
H -4.31371 0.11385 -0.14873  0.2944
H -3.07695 0.88097 -1.17962  0.3007
H -3.33393 -1.87299 2.17588  0.2789
H -1.59554 -2.20195 2.35605  0.3146
H -2.25228 -0.62013 2.82858  0.2899
H -3.01383 -2.49951 -1.15138  0.3691
H -1.54092 -1.81904 -1.87101  0.1031
H -1.41934 -3.02328 -0.57721  0.2732

Entry 2:
The following is a DFT calculation (wB97M-V/def2-TZVPD) of a cluster of 2 separate species, C3H2Cl2N2 in total in a non-equilibrium geometry.

Values from the calculation:
**Orbital gap**: 10.325 eV
**Total charge**: 0
**ΔE to the lowest compared entry with this formula, charge and spin**: 3.283 eV
**Highest occupied orbital energy**: -9.959 eV
**SMILES**: Cl[C@@H]1C=N1.N#CCl

Last column: Mulliken charge in e.
Element x y z (Å)
Cl 0.49322 0.05440 -1.72207  -0.2315
C 0.79083 1.09022 -0.28780  0.0751
C -0.46780 1.56689 0.25858  -0.0729
N 0.18200 2.45914 -0.37671  -0.4646
H 1.63948 0.85301 0.28843  0.3502
H -1.37837 1.32372 0.66947  0.3457
N -0.32819 -1.50387 1.27620  -0.3349
C -0.34506 -2.37429 0.53849  0.3785
Cl -0.58612 -3.46925 -0.64459  -0.0454

Entry 3:
The following is a DFT calculation (wB97M-V/def2-TZVPD) of a cluster of 2 separate species, C5H7NO4 in total in a non-equilibrium geometry.

Values from the calculation:
**Orbital gap**: 9.863 eV
**Total charge**: 0
**ΔE to the lowest compared entry with this formula, charge and spin**: 2.350 eV
**Highest occupied orbital energy**: -9.719 eV
**SMILES**: O=C[C@@]12NC(=O)[C@@H]1[C@@H]2O.O

Last column: Mulliken charge in e.
Element x y z (Å)
O -3.07897 0.90203 -0.18553  -0.4686
C -2.29197 0.40020 0.58296  -0.3120
C -0.85792 0.23140 0.28253  0.8595
N -0.21210 0.91704 -0.80908  -0.3184
C 0.95386 1.25378 0.01070  0.4993
O 1.80764 2.09800 -0.10073  -0.5483
C 0.30753 0.62002 1.23134  -0.4154
C -0.00331 -0.82061 0.92817  -0.3376
O 0.77902 -1.59710 0.09983  -0.5208
H -2.61194 -0.00490 1.56734  0.2768
H -0.28884 0.81394 -1.81737  0.2792
H 0.21721 1.05302 2.22576  0.3521
H -0.46893 -1.35396 1.76342  0.3573
H 1.53313 -1.95184 0.58182  0.3131
O 1.37208 -0.56772 -2.39503  -0.6659
H 0.64891 -0.96037 -1.75270  0.3681
H 2.19461 -1.03293 -2.21344  0.2814

Entry 4:
The following is a DFT calculation (wB97M-V/def2-TZVPD) of a structure of composition Hg5O16S4 in a non-equilibrium geometry.

Values from the calculation:
**Orbital gap**: 2.547 eV
**Total charge**: +2
**ΔE to the lowest compared entry with this formula, charge and spin**: 0.000 eV
**Highest occupied orbital energy**: -14.469 eV

Last column: Mulliken charge in e.
Element x y z (Å)
Hg -1.44300 3.00890 2.43554  1.6567
Hg 1.65735 -0.96328 -1.85385  1.6762
Hg -4.07426 0.95482 -0.04163  1.3895
Hg 0.42555 2.64965 -2.48500  0.9194
Hg -1.46833 -2.75020 1.47762  1.2849
S 1.66626 -2.10635 1.55134  1.0917
O 1.57200 -0.97697 2.39720  -0.5601
O 2.85945 -2.91634 1.82390  -0.5750
O 0.55539 -3.09120 1.96113  -0.7464
O 1.55368 -1.89834 0.04829  -0.6769
S -0.87489 0.65177 -0.18478  1.0521
O -2.13001 0.66047 -0.99780  -0.8615
O 0.24861 0.86662 -1.09806  -0.6780
O -1.03037 1.80701 0.71927  -0.6521
O -0.81655 -0.62710 0.41677  -0.3494
S -2.66422 -0.27184 3.08203  1.1314
O -1.51670 -1.22894 3.12501  -0.5700
O -2.12191 1.07747 3.34843  -0.6691
O -3.27601 -0.34229 1.72574  -0.7199
O -3.69434 -0.70280 4.03765  -0.5028
S 2.94010 1.21306 -4.28516  1.1917
O 2.29587 0.97132 -5.56731  -0.4047
O 1.93303 0.88888 -3.21460  -0.4717
O 4.18209 0.48488 -4.07643  -0.4996
O 3.22120 2.64078 -4.34531  -0.4563

Entry 5:
The following is a DFT calculation (wB97M-V/def2-TZVPD) of an isolated molecule of C4H2Cl4N4O2 in a non-equilibrium geometry.

Values from the calculation:
**Orbital gap**: 10.203 eV
**Total charge**: 0
**Highest occupied orbital energy**: -10.448 eV
**SMILES**: O=C1N[C@@]2(Cl)N(Cl)C(=O)N(Cl)[C@@]2(Cl)N1

Last column: Mulliken charge in e.
Element x y z (Å)
O 1.63883 0.78689 1.02266  -0.5474
C 0.76673 0.27197 0.43140  0.3105
N 0.37589 -1.04766 0.34203  -0.1779
C -0.81741 -1.17597 -0.80436  0.1042
Cl -0.02508 -2.05011 -2.15955  -0.1178
N -2.00284 -1.84262 -0.36557  -0.0030
Cl -1.88164 -3.33196 0.44225  -0.0078
C -2.92099 -0.84687 0.13770  0.4437
O -3.89889 -1.05391 0.80953  -0.5572
N -2.45291 0.31677 -0.28628  -0.0541
Cl -3.36051 1.73516 -0.26933  0.0147
C -1.15269 0.32435 -0.90693  0.4497
Cl -1.51783 0.65803 -2.62616  -0.1571
N -0.14329 1.02453 -0.30586  -0.0389
H 0.64012 -1.78047 0.90086  0.1300
H -0.24983 1.99881 -0.25903  0.2083

Entry 6:
The following is a DFT calculation (wB97M-V/def2-TZVPD) of a cluster of 4 separate species, C19H37N2O8S3 in total in a non-equilibrium geometry.

Values from the calculation:
**Orbital gap**: 5.261 eV
**Total charge**: +1
**Highest occupied orbital energy**: -10.512 eV

Last column: Mulliken charge in e.
Element x y z (Å)
C -5.29159 -0.52671 -1.57134  -0.8398
C -3.71136 -0.27483 -2.05518  -0.3765
O -2.85345 -0.82667 -0.99625  -0.2609
C -2.01547 0.19799 -0.35676  0.2313
C -2.49363 1.67581 0.16700  -0.3052
N -1.52650 2.64211 0.81748  -0.0111
C -0.04019 2.34640 1.08772  -0.1497
C 0.82739 3.57042 1.79976  -0.5145
O 0.01785 4.43846 2.67158  -0.3094
C -0.05735 3.92866 4.05165  0.5172
C -0.26672 2.36689 4.50695  -0.3735
O 0.01827 4.84018 5.06000  -0.5324
C 0.63315 0.87882 0.65396  0.5184
C 2.22384 0.55298 0.92103  -0.4653
C 2.51395 -0.84444 1.72807  -0.5329
N 1.85353 -0.93304 3.09690  -0.5607
C -0.41047 -0.19085 -0.09706  0.5888
C 0.08355 -1.70806 -0.59481  -0.0232
O 0.01014 -2.76963 0.25494  -0.4769
O 0.57471 -1.98183 -1.97240  -0.4115
H -5.39111 -0.14262 -0.46489  0.2441
H -6.05930 0.12263 -2.21039  0.3298
H -5.57219 -1.68234 -1.63930  0.2765
H -3.56054 0.86347 -2.27926  0.3488
H -3.52818 -0.83923 -3.09106  0.2394
H -3.61884 2.02247 0.01060  0.3728
H -1.91913 3.58775 1.10105  0.3414
H 1.82950 3.18359 2.31087  0.3210
H 1.19288 4.25860 0.89569  0.3362
H -0.19430 2.18527 5.67503  0.3309
H -1.34095 1.98933 4.15085  0.2307
H 0.52462 1.72322 3.89699  -0.1092
H 2.73018 0.45093 -0.15471  0.4028
H 2.80118 1.40780 1.48314  0.1405
H 3.68901 -0.86855 1.93647  0.4109
H 2.28278 -1.82432 1.12338  0.1417
H 2.35103 -0.22978 3.68681  0.2700
H 0.81954 -0.74457 3.04332  0.2599
H 0.09311 -2.83733 -2.25739  0.3783
C 3.60891 6.42243 4.26200  -0.8931
S 3.11819 6.50895 2.52289  0.5574
O 3.21428 5.12261 1.95782  -0.6123
C 4.57565 7.42508 1.96690  -1.0144
H 2.85378 5.85248 4.80855  0.2277
H 4.57605 5.92220 4.35269  0.3244
H 3.66833 7.43211 4.67484  0.3873
H 5.48235 6.86219 2.20103  0.3120
H 4.60223 8.40073 2.45787  0.3897
H 4.50604 7.56647 0.88575  0.3307
C -2.35541 -7.63526 -0.18685  -0.9583
S -2.81720 -6.11480 -1.05158  0.4761
O -2.22501 -6.18148 -2.42829  -0.6088
C -1.77269 -5.01754 -0.06283  -0.5321
H -2.86675 -8.47524 -0.66302  0.3368
H -1.27512 -7.78675 -0.24884  0.3051
H -2.66581 -7.56898 0.85846  0.3595
H -0.72884 -5.33264 -0.13257  0.3413
H -2.10290 -5.04032 0.97837  0.4285
H -1.87095 -4.00093 -0.45085  -0.1408
C -1.02812 -3.36150 -6.21209  -0.8207
S 0.50691 -2.40417 -6.21013  0.5533
O 0.65852 -1.79249 -7.57150  -0.6507
C 1.61352 -3.83300 -6.12961  -0.9088
H -1.86954 -2.66946 -6.29509  0.2986
H -1.03889 -4.04821 -7.06187  0.3270
H -1.11075 -3.92012 -5.27693  0.2502
H 1.43765 -4.49024 -6.98452  0.3292
H 1.44102 -4.37569 -5.19719  0.3160
H 2.64562 -3.47538 -6.15385  0.3104

Entry 7:
The following is a DFT calculation (wB97M-V/def2-TZVPD) of a structure of composition C2H2CsFO in a non-equilibrium geometry.

Values from the calculation:
**Orbital gap**: 3.832 eV
**Total charge**: 0
**ΔE to the lowest compared entry with this formula, charge and spin**: 2.278 eV
**Highest occupied orbital energy**: -5.240 eV

Last column: Mulliken charge in e.
Element x y z (Å)
H -0.50082 -0.39939 -1.11773  -0.0599
C 0.13571 0.02749 0.06088  0.2557
C 1.15160 0.89959 0.10568  -0.5101
O -0.58177 -0.51930 0.93886  -0.6410
H 1.43428 1.48450 0.97997  0.3136
F 1.96226 1.10169 -0.98054  -0.2999
Cs -3.60125 -2.59459 0.01287  0.9415

Entry 8:
The following is a DFT calculation (wB97M-V/def2-TZVPD) of a cluster of 2 separate species, C9H14 in total in a non-equilibrium geometry.

Values from the calculation:
**Orbital gap**: 10.071 eV
**Total charge**: 0
**ΔE to the lowest compared entry with this formula, charge and spin**: 0.406 eV
**Highest occupied orbital energy**: -9.054 eV
**SMILES**: Cc1ccccc1.CC

Last column: Mulliken charge in e.
Element x y z (Å)
C 0.06612 0.41591 -2.75703  -1.3849
C 0.67924 -0.37652 -1.62618  0.9564
C -0.14277 -1.08611 -0.75038  -0.5692
C 0.34467 -1.83502 0.30087  -0.4866
C 1.69596 -1.69984 0.62878  -0.4389
C 2.52476 -0.99001 -0.22887  -0.4448
C 2.04498 -0.34956 -1.36758  -0.4639
H -0.67033 -0.19092 -3.24201  0.3813
H 0.79906 0.67547 -3.51597  0.3839
H -0.41703 1.30591 -2.35568  0.2762
H -1.20945 -1.04296 -0.94953  0.3332
H -0.30969 -2.40723 0.94003  0.3718
H 2.15030 -2.26090 1.43558  0.3962
H 3.55717 -0.91486 0.09258  0.3493
H 2.75134 0.24394 -1.93511  0.3305
C -1.05413 1.43101 1.59319  -0.4958
C -2.42573 1.30508 2.26725  -0.9397
H -0.75825 2.45587 1.45382  0.3528
H -0.28424 0.89091 2.15737  0.2535
H -1.02193 0.81348 0.69834  -0.0421
H -2.76492 0.26149 2.20427  0.2829
H -3.16334 1.77912 1.63931  0.2959
H -2.39179 1.57574 3.31696  0.3021